No. 1
DFT (wB97M-V/def2-TZVPD) results for a structure of composition C26H38ClKNO2P.

Last column: natural (NBO) charge in e.
Geometry (Å):
K (-0.17, -0.25, 0.11)  0.92
Cl (2.14, -3.78, -5.80)  -0.02
P (1.08, 2.70, 0.01)  0.82
O (-1.63, -4.39, -0.30)  -0.67
O (-0.85, -2.29, 0.02)  -0.91
N (-3.73, 1.40, 0.44)  -0.69
C (-0.13, 4.82, 1.35)  -0.40
C (-0.18, -3.47, -1.92)  -0.15
C (1.25, -3.66, -4.31)  -0.02
C (2.94, 1.79, 3.67)  -0.40
C (3.77, 4.07, 2.96)  -0.40
C (1.31, 2.15, -2.76)  -0.39
C (-0.97, -3.40, -0.61)  0.77
C (2.38, 2.64, 1.34)  -0.52
C (2.19, 2.17, -4.00)  -0.41
C (1.81, 2.18, 2.70)  -0.39
C (-0.52, 6.31, 1.37)  -0.40
C (0.45, 4.42, -0.01)  -0.54
C (2.64, 3.62, -4.33)  -0.40
C (0.53, -4.75, -3.84)  -0.24
C (-2.58, 1.24, 0.31)  0.27
C (2.14, 2.56, -1.52)  -0.51
C (4.17, 2.72, 3.56)  -0.40
C (-0.18, -4.65, -2.65)  -0.17
C (0.54, -2.39, -2.41)  -0.13
C (-0.66, 4.56, -1.10)  -0.40
C (-1.68, 5.68, -0.77)  -0.40
C (-1.00, 6.81, 0.00)  -0.40
C (3.29, 3.89, 1.52)  -0.40
C (3.09, 3.76, -1.84)  -0.41
C (1.26, -2.47, -3.60)  -0.28
C (2.64, 4.52, -3.08)  -0.40
H (-2.50, 5.27, -0.16)  0.19
H (1.14, 1.33, 2.57)  0.20
H (2.76, 1.70, -1.28)  0.22
H (1.20, 2.97, 3.13)  0.20
H (0.46, 2.82, -2.90)  0.20
H (2.55, 1.80, 4.69)  0.21
H (3.16, 4.44, -0.99)  0.21
H (3.29, 5.38, -3.24)  0.22
H (-2.14, 6.04, -1.69)  0.21
H (4.64, 2.85, 4.54)  0.21
H (-0.15, 7.17, -0.60)  0.19
H (0.53, -5.68, -4.42)  0.23
H (2.78, 4.80, 1.18)  0.20
H (1.82, -1.62, -3.98)  0.22
H (1.98, 4.05, -5.09)  0.21
H (1.27, 5.10, -0.25)  0.21
H (0.55, -1.45, -1.86)  0.16
H (-0.75, -5.49, -2.26)  0.25
H (0.89, 1.15, -2.60)  0.20
H (-1.18, 3.61, -1.23)  0.21
H (1.64, 4.93, -2.91)  0.19
H (3.02, 1.82, 0.99)  0.22
H (4.92, 2.27, 2.91)  0.19
H (3.24, 0.76, 3.48)  0.20
H (-1.30, 6.47, 2.12)  0.21
H (1.67, 1.73, -4.85)  0.22
H (-1.01, 4.19, 1.56)  0.20
H (-1.67, 7.66, 0.11)  0.21
H (4.10, 3.38, -2.00)  0.21
H (0.57, 4.61, 2.16)  0.21
H (-4.72, 1.49, 0.56)  0.46
H (4.16, 3.78, 0.87)  0.21
H (4.62, 4.77, 2.98)  0.21
H (-0.19, 4.79, -2.06)  0.20
H (0.34, 6.90, 1.70)  0.20
H (2.98, 4.53, 3.58)  0.19
H (3.64, 3.60, -4.77)  0.21
H (3.07, 1.54, -3.82)  0.20

Results
LUMO level	0.1001	eV
E	-2620.245934	a.u.
energy above the lowest of the compared OMol25 structures with the same formula, charge and spin	147.2	kJ/mol
max |F|	2.80	eV Å⁻¹
gap between HOMO and LUMO	8.34	eV



No. 2
DFT (wB97M-V/def2-TZVPD) results for a structure of composition C26H39AlN2O4P2.

Last column: Mulliken charge in e.
Geometry (Å):
P (0.72, -0.69, -2.17)  1.22
P (-0.25, 0.94, 2.16)  1.55
Al (0.03, -0.18, 0.05)  0.53
O (-0.29, -3.14, -0.19)  -0.57
O (-3.24, 2.12, -0.32)  -0.74
O (-1.73, 4.22, 1.09)  -0.80
O (-1.46, -1.36, 0.59)  0.15
N (1.31, 1.50, -0.30)  0.70
N (-4.01, -2.88, 0.49)  0.07
C (2.33, 3.55, 0.49)  -1.23
C (-3.76, -1.17, -2.74)  -0.89
C (0.64, 2.41, 1.84)  -1.97
C (-1.19, -4.35, 2.39)  -0.50
C (-0.05, 0.13, -3.59)  -1.26
C (1.07, -2.39, -2.71)  -1.17
C (2.32, 1.35, -1.17)  0.65
C (2.38, 0.11, -2.08)  -1.32
C (-2.84, -5.06, -1.09)  -1.46
C (-3.30, -3.52, 1.50)  -0.27
C (-1.86, 1.18, 3.01)  -1.11
C (-2.86, -3.42, -3.00)  1.56
C (-3.16, -2.16, -3.53)  -1.11
C (-1.88, -5.09, 3.35)  -0.79
C (-3.29, -4.99, 3.43)  -0.51
C (-3.13, -3.71, -1.66)  1.01
C (-2.24, -4.45, -3.92)  -1.83
C (-3.98, -4.20, 2.51)  -0.43
C (3.37, 2.28, -1.26)  -0.84
C (0.90, 0.32, 3.48)  -1.44
C (3.36, 3.41, -0.43)  -0.47
C (-1.14, -2.64, 0.56)  -0.38
C (1.39, 2.50, 0.67)  1.30
C (-1.89, -3.52, 1.51)  0.78
C (-3.68, -2.69, -0.85)  0.04
C (-4.04, -1.45, -1.40)  -0.63
H (-3.84, -5.54, 4.19)  0.40
H (-2.96, -1.97, -4.58)  0.33
H (0.60, 3.29, 2.49)  0.35
H (0.55, -0.69, 3.79)  0.40
H (-0.10, -4.41, 2.31)  0.48
H (2.70, 0.42, -3.09)  0.50
H (0.10, -2.90, -2.84)  0.14
H (-3.58, 1.55, 0.42)  0.37
H (0.55, -0.03, -4.50)  0.43
H (1.21, -1.08, 0.68)  -0.99
H (-0.13, 1.21, -3.40)  0.39
H (-4.51, -0.71, -0.76)  0.37
H (-2.62, 1.64, 2.36)  0.25
H (-1.58, 0.94, -0.58)  -0.24
H (-1.75, 1.80, 3.91)  0.42
H (4.15, 2.10, -2.00)  0.42
H (-4.01, -0.20, -3.16)  0.45
H (-2.72, -5.79, -1.89)  0.54
H (-2.22, 0.18, 3.30)  0.28
H (-3.64, -5.40, -0.42)  0.29
H (-1.35, -5.72, 4.05)  0.41
H (0.91, 1.03, 4.33)  0.42
H (-1.53, 4.70, 0.25)  0.32
H (-1.89, -5.05, -0.53)  0.18
H (4.16, 4.16, -0.52)  0.36
H (1.63, -2.90, -1.92)  0.37
H (1.63, -2.40, -3.66)  0.50
H (-2.66, 2.72, 0.19)  0.36
H (-2.86, -5.36, -3.98)  0.44
H (1.90, 0.25, 3.03)  0.33
H (-4.90, -2.49, 0.79)  0.29
H (-1.07, 0.57, -0.90)  0.10
H (2.32, 4.38, 1.20)  0.40
H (-0.94, 3.72, 1.24)  0.40
H (-1.06, -0.28, -3.73)  0.17
H (-5.07, -4.12, 2.54)  0.39
H (3.10, -0.62, -1.67)  0.41
H (-1.24, -4.75, -3.57)  0.37
H (-2.14, -4.05, -4.93)  0.38

Results
LUMO level	0.4724	eV
E	-2349.803398	a.u.
max |F|	3.23	eV Å⁻¹
gap between HOMO and LUMO	7.21	eV



No. 3
DFT (wB97M-V/def2-TZVPD) results for a structure of composition C26H39BFMoO2SbTe.

Last column: natural (NBO) charge in e.
Geometry (Å):
Te (1.44, 3.78, 1.96)  0.57
Sb (2.03, 0.63, 0.56)  1.56
Mo (0.23, 2.71, 0.25)  -0.01
F (-2.40, 6.86, -0.62)  -0.26
O (-1.90, 0.67, 2.09)  -0.63
O (-1.34, 0.63, -0.13)  -0.71
C (3.23, -0.05, -2.18)  -0.63
C (-3.60, -2.49, 1.21)  -0.18
C (-2.45, -0.47, 1.49)  0.19
C (-0.27, 6.08, -1.12)  -0.25
C (2.21, -2.02, -0.99)  -0.63
C (-2.48, -4.37, -1.66)  -0.60
C (-1.39, 3.54, -1.52)  -0.23
C (0.87, 2.56, -1.80)  -0.54
C (-4.59, -3.11, -2.18)  -0.60
C (-4.53, -4.73, -0.30)  -0.61
C (-2.48, -1.52, -0.69)  -0.27
C (-2.20, 4.59, -1.13)  -0.20
C (-3.21, -1.46, 2.06)  -0.22
C (-3.72, -3.69, -1.06)  -0.08
C (0.55, 5.01, -1.44)  -0.07
C (4.34, 1.20, 2.50)  -0.63
C (-3.26, -2.55, -0.15)  0.05
C (1.23, -0.62, 2.16)  -0.51
C (2.09, -0.52, -1.28)  -0.51
C (-1.62, 5.86, -0.97)  0.48
C (2.09, -1.85, 2.41)  -0.64
C (0.01, 3.73, -1.71)  -0.17
C (4.65, 2.19, 0.19)  -0.63
C (-2.10, -0.51, 0.15)  0.27
C (4.11, 1.02, 1.00)  -0.52
C (1.02, 0.17, 3.45)  -0.64
B (-1.22, 1.29, 1.10)  0.87
H (0.13, 7.08, -0.96)  0.27
H (-4.20, -3.28, 1.64)  0.24
H (-3.26, 4.46, -0.98)  0.28
H (0.26, -0.93, 1.75)  0.23
H (4.20, -0.32, -1.76)  0.22
H (3.09, -2.26, -0.40)  0.21
H (1.62, 5.16, -1.54)  0.26
H (1.33, -2.41, -0.49)  0.22
H (2.31, -2.55, -1.94)  0.25
H (5.72, 2.30, 0.40)  0.25
H (-4.04, -2.38, -2.80)  0.20
H (-2.20, -1.51, -1.74)  0.24
H (-1.89, -3.68, -2.27)  0.20
H (1.91, 2.72, -2.08)  0.26
H (-4.83, -5.52, -1.00)  0.23
H (-5.47, -2.61, -1.78)  0.22
H (1.13, -0.33, -1.76)  0.22
H (2.13, -2.53, 1.56)  0.23
H (3.23, 1.03, -2.36)  0.20
H (-3.49, -1.43, 3.10)  0.25
H (4.18, 3.13, 0.48)  0.20
H (3.77, 2.05, 2.90)  0.20
H (3.14, -0.54, -3.15)  0.25
H (-2.79, -5.19, -2.31)  0.23
H (0.42, 1.67, -2.23)  0.25
H (3.11, -1.60, 2.69)  0.21
H (-4.92, -3.91, -2.84)  0.23
H (1.65, -2.40, 3.25)  0.25
H (4.10, 0.32, 3.08)  0.22
H (4.57, 0.09, 0.67)  0.24
H (-5.45, -4.31, 0.11)  0.22
H (0.54, 1.13, 3.31)  0.21
H (-1.84, -4.78, -0.88)  0.21
H (0.37, -0.41, 4.11)  0.25
H (-1.82, 2.56, -1.70)  0.27
H (5.40, 1.43, 2.67)  0.25
H (-3.96, -5.20, 0.50)  0.21
H (4.54, 2.06, -0.88)  0.22
H (1.96, 0.32, 3.97)  0.22

Results
LUMO level	-8.5843	eV
net charge	+2
E	-1865.209612	a.u.
energy above the lowest of the compared OMol25 structures with the same formula, charge and spin	16.9	kJ/mol
max |F|	0.62	eV Å⁻¹
gap between HOMO and LUMO	5.35	eV



No. 4
DFT (wB97M-V/def2-TZVPD) results for a cluster of 2 separate species, C26H39BrClF8N4O7PS in total.

Last column: Mulliken charge in e.
Geometry (Å):
Br (-2.47, 2.21, 0.95)  -0.16
Cl (4.78, 0.78, -0.05)  -0.30
S (5.24, -2.31, 2.35)  -0.20
P (3.60, 2.14, 0.99)  -0.09
F (-8.63, -0.89, 1.62)  -0.32
F (-5.99, -0.84, -0.02)  -0.22
F (-7.77, 1.50, -1.65)  -0.32
F (-7.25, 0.02, 3.72)  -0.34
F (-6.21, -1.47, 2.54)  -0.30
F (-8.03, -0.76, -0.75)  -0.33
F (-5.63, 1.25, -1.25)  -0.22
F (-8.22, 1.24, 1.60)  -0.31
O (2.79, -6.26, -1.72)  -0.58
O (2.23, 0.20, -1.30)  0.50
O (-4.25, 0.28, 2.97)  -0.37
O (3.87, 3.48, 0.09)  -0.46
O (5.93, 2.41, -2.83)  -0.61
O (-0.17, 1.19, 1.86)  -0.12
O (-1.09, 0.03, 0.06)  -0.14
N (2.35, -2.68, -1.72)  -0.03
N (1.49, 1.37, -0.90)  1.16
N (-1.82, -2.26, -0.18)  -0.63
N (1.81, 4.33, -3.93)  -0.64
C (3.68, -1.98, 1.46)  -0.31
C (2.85, 3.57, -3.59)  -0.98
C (-2.01, -0.28, 2.31)  -0.83
C (2.86, -0.94, 2.18)  -1.00
C (-1.45, -1.19, -0.06)  0.71
C (2.82, 2.59, -2.60)  -0.74
C (-1.30, 0.62, 1.34)  -0.02
C (-7.67, 0.02, 1.44)  0.35
C (1.94, -4.08, -1.98)  -1.07
C (1.13, 3.15, 0.70)  -1.89
C (1.79, 1.77, 0.48)  2.32
C (1.52, -5.38, 0.12)  -1.56
C (1.61, -0.32, -2.48)  -0.30
C (0.67, 4.11, -3.28)  -0.46
C (-6.61, -0.18, 2.55)  1.18
C (2.51, -5.07, -0.98)  0.76
C (1.51, -0.66, 1.50)  0.06
C (-3.49, -0.54, 2.09)  -0.61
C (-7.12, -0.11, -0.02)  0.72
C (1.63, 2.38, -1.91)  0.10
C (1.72, -1.84, -2.74)  -1.23
C (0.53, 3.14, -2.29)  -0.71
C (1.19, 0.83, 1.56)  -2.25
C (-5.43, 0.79, 2.45)  -0.68
C (1.27, 3.76, 2.10)  -1.74
C (-6.85, 1.28, -0.69)  0.16
H (0.62, -5.81, -0.30)  0.46
H (2.25, -1.96, -3.69)  0.37
H (1.22, -4.48, 0.66)  0.19
H (-0.20, 4.70, -3.55)  0.43
H (3.35, -2.66, -1.85)  0.26
H (0.09, 3.10, 0.42)  0.60
H (3.43, -0.04, 2.35)  0.57
H (-1.92, 0.22, 3.27)  0.56
H (0.76, -1.14, 2.12)  0.40
H (2.84, -6.99, -1.09)  0.34
H (1.94, -6.06, 0.85)  0.45
H (3.69, 1.99, -2.40)  1.23
H (0.92, 3.13, 2.90)  0.27
H (5.75, 1.94, -2.01)  0.31
H (2.27, 4.14, 2.28)  0.37
H (-0.43, 2.99, -1.81)  0.42
H (-5.71, 1.66, 3.03)  0.38
H (4.34, 3.27, -0.73)  0.34
H (-6.89, 2.11, 0.01)  0.36
H (3.77, 3.72, -4.13)  0.42
H (6.05, -1.54, 1.62)  0.11
H (3.44, -4.69, -0.57)  0.10
H (1.42, -1.12, 0.53)  -0.16
H (-3.79, -0.40, 1.05)  0.49
H (2.66, -1.35, 3.17)  0.60
H (1.71, 1.15, 2.46)  1.13
H (-1.51, -1.24, 2.41)  0.44
H (3.16, -2.91, 1.50)  0.05
H (0.62, 4.64, 2.11)  0.50
H (0.72, -2.23, -2.89)  0.47
H (6.13, 1.71, -3.47)  0.32
H (2.05, 0.18, -3.35)  0.21
H (1.60, 3.86, 0.04)  0.60
H (3.89, -1.69, 0.44)  -0.06
H (0.56, -0.04, -2.49)  0.28
H (2.26, -4.40, -2.97)  0.38
H (-5.31, 1.14, 1.42)  0.03
H (-3.70, -1.58, 2.32)  0.39
H (0.86, -4.14, -1.95)  0.44

Results
LUMO level	0.1192	eV
E	-6332.379590	a.u.
max |F|	2.01	eV Å⁻¹
gap between HOMO and LUMO	8.69	eV
structure (SMILES)	CC[C@@]([C@H](CCCS)O[C@](Br)(CCOCC(F)(F)C(F)(F)C(F)(F)C(F)F)OC#N)(N(OCCNC[C@@H](C)O)c1ccncc1)P(O)Cl.O



No. 5
DFT (wB97M-V/def2-TZVPD) results for a structure of composition C26H39CaN6O4PS3Te.

Last column: Mulliken charge in e.
Geometry (Å):
Te (1.21, 0.32, -4.61)  -0.53
Ca (-0.31, -0.18, -0.09)  1.09
S (-1.46, -3.56, 0.36)  -0.26
S (1.37, -2.45, -0.88)  -0.36
S (1.58, 0.94, 2.03)  -0.32
P (2.02, 1.05, -2.49)  -0.61
O (-1.70, 1.35, -1.94)  -0.33
O (2.49, 2.60, -2.62)  -0.03
O (1.15, 1.05, -1.27)  -0.11
O (3.39, 0.27, -2.21)  -0.09
N (-2.20, -1.91, 0.15)  0.29
N (2.46, -0.64, 4.02)  -0.26
N (0.47, -1.28, 3.18)  -1.56
N (-1.39, 3.40, -0.98)  0.05
N (-2.17, 0.92, 0.84)  0.66
N (-0.49, -1.14, 2.20)  1.55
C (-3.19, -2.04, -0.86)  -0.53
C (5.26, -0.33, -0.87)  -1.52
C (1.44, -0.40, 3.10)  0.13
C (-1.38, 3.20, -3.39)  -1.25
C (4.07, 1.17, 4.53)  -1.14
C (-2.23, 2.21, 1.08)  0.61
C (3.23, 4.42, -3.95)  -1.28
C (3.86, 0.22, -0.84)  0.75
C (3.47, 2.97, -3.57)  -0.24
C (3.81, -0.16, 3.82)  -0.29
C (-0.93, -3.94, -1.26)  0.16
C (-2.77, -1.43, 1.46)  1.84
C (-3.93, 1.95, 2.73)  -0.35
C (-1.14, 3.03, 0.42)  -0.94
C (-3.27, 0.07, 1.27)  0.02
C (-1.50, 2.54, -2.03)  0.52
C (0.72, -3.93, -3.09)  -1.47
C (-4.83, -2.58, 0.80)  -0.45
C (-4.00, -2.24, 1.79)  -1.32
C (-4.46, -2.32, -0.58)  -1.22
C (-3.15, 2.83, 1.92)  -1.44
C (-1.68, -1.48, 2.53)  -0.69
C (-2.08, -1.84, 3.93)  -1.63
C (0.29, -3.50, -1.70)  0.98
C (-3.96, 0.62, 2.50)  -1.05
C (-1.83, -4.77, -2.14)  -1.69
H (3.40, 2.33, -4.45)  0.35
H (3.81, 1.22, -0.40)  0.36
H (-1.06, 4.31, -1.23)  0.26
H (3.19, -0.42, -0.27)  -0.33
H (5.27, -1.33, -1.30)  0.33
H (-0.33, 3.15, -3.69)  0.02
H (5.93, 0.31, -1.46)  0.33
H (-2.81, -1.96, -1.88)  0.70
H (4.49, -0.92, 4.21)  0.48
H (-0.18, 2.51, 0.50)  0.01
H (2.26, 4.51, -4.44)  0.26
H (5.11, 1.48, 4.40)  0.36
H (-4.49, 2.34, 3.57)  0.38
H (3.24, 5.06, -3.07)  0.29
H (-1.04, 3.97, 0.96)  0.54
H (5.66, -0.39, 0.15)  0.36
H (1.76, -3.68, -3.26)  0.35
H (-1.95, 2.63, -4.11)  0.30
H (-2.97, -1.26, 4.21)  0.36
H (3.42, 1.94, 4.12)  0.23
H (0.13, -3.39, -3.84)  0.25
H (-2.33, -2.90, 4.01)  0.19
H (-1.40, -5.75, -2.38)  0.45
H (-4.56, -0.03, 3.13)  0.36
H (-2.78, -4.95, -1.63)  0.41
H (0.56, -5.00, -3.25)  0.32
H (-2.06, -4.28, -3.09)  0.23
H (-1.27, -1.62, 4.61)  0.50
H (4.46, 2.84, -3.13)  0.19
H (-4.24, -2.48, 2.81)  0.40
H (3.86, 1.08, 5.60)  0.32
H (-4.00, -0.02, 0.45)  0.55
H (4.00, 4.77, -4.64)  0.39
H (4.01, -0.04, 2.76)  0.07
H (-5.18, -2.42, -1.38)  0.41
H (2.39, -1.59, 4.37)  0.28
H (-5.76, -3.10, 1.01)  0.42
H (-1.71, 4.24, -3.38)  0.42
H (-3.08, 3.89, 2.13)  0.25

Results
LUMO level	4.0758	eV
net charge	-2
E	-4125.409879	a.u.
energy above the lowest of the compared OMol25 structures with the same formula, charge and spin	0.0	kJ/mol
max |F|	0.70	eV Å⁻¹
gap between HOMO and LUMO	5.00	eV



No. 6
DFT (wB97M-V/def2-TZVPD) results for a structure of composition C26H39N3O5.

Last column: natural (NBO) charge in e.
Geometry (Å):
O (-2.43, -0.19, -7.61)  -0.54
O (-0.66, 2.59, -3.52)  -0.54
O (1.35, 2.06, -6.29)  -0.54
O (1.58, 0.75, -3.88)  -0.51
O (3.01, -0.02, 1.03)  -0.63
N (-0.60, -0.52, 4.02)  -0.53
N (-0.41, 0.80, -5.96)  -0.52
N (1.09, 0.67, 2.36)  -0.64
C (-1.23, -0.25, -8.01)  0.10
C (-1.99, -1.06, 3.58)  -0.18
C (1.82, -0.13, 3.45)  -0.20
C (1.08, 1.03, 0.01)  -0.18
C (2.23, -2.34, 5.43)  -0.40
C (-3.41, 0.94, 4.36)  -0.38
C (2.69, -0.04, -3.91)  -0.23
C (1.89, 0.62, 1.20)  0.66
C (1.55, 0.87, -1.27)  -0.14
C (0.96, -1.86, 5.29)  -0.47
C (2.02, -3.08, 2.94)  -0.43
C (0.09, 2.10, -2.34)  0.33
C (-2.93, -0.14, 3.37)  -0.44
C (-0.07, 1.81, 0.09)  -0.19
C (0.30, 2.81, -4.62)  -0.19
C (0.57, 1.86, -5.58)  0.71
C (0.64, -1.12, 3.99)  0.25
C (-0.39, 2.52, -1.13)  -0.26
C (-0.15, -0.37, -6.82)  -0.27
C (-2.98, 0.80, -6.60)  -0.07
C (2.23, -3.62, 4.45)  -0.36
C (-1.79, 0.89, -5.37)  -0.22
C (1.08, 1.17, -2.52)  0.19
C (-1.04, 0.48, 4.92)  -0.23
C (-1.99, 1.59, 4.68)  -0.38
C (0.49, -2.50, 2.80)  -0.38
H (-2.10, -0.12, -4.85)  0.16
H (0.05, -2.37, 5.82)  0.21
H (-1.07, -0.87, -8.65)  0.14
H (0.02, 0.83, 5.33)  0.20
H (1.86, 0.88, 4.30)  0.20
H (2.98, -1.76, 5.16)  0.20
H (2.57, -0.16, -1.39)  0.22
H (-0.56, 3.56, -5.09)  0.24
H (1.80, -3.98, 2.42)  0.21
H (2.49, -2.96, 6.30)  0.22
H (-2.11, 1.46, -4.66)  0.21
H (0.15, 0.83, 2.36)  0.42
H (-2.67, 0.20, 2.43)  0.20
H (-1.90, -1.85, 2.87)  0.22
H (0.90, -0.09, -7.31)  0.23
H (-0.17, 2.30, 0.93)  0.20
H (1.24, 3.34, -4.44)  0.24
H (-3.91, 0.56, -6.19)  0.20
H (-1.72, 2.09, 3.62)  0.16
H (2.92, 0.04, -4.84)  0.20
H (-2.41, -1.59, 4.53)  0.14
H (3.52, 0.58, -3.48)  0.18
H (-1.99, 2.46, 5.21)  0.22
H (-3.95, 1.67, 3.90)  0.22
H (0.36, -1.78, 1.94)  0.22
H (2.78, -2.33, 2.59)  0.22
H (1.39, -4.28, 4.63)  0.19
H (2.58, -1.07, -3.56)  0.18
H (-3.82, -0.67, 3.06)  0.23
H (3.09, -4.07, 4.37)  0.18
H (-1.37, 0.03, 5.81)  0.16
H (-1.34, 3.07, -1.18)  0.23
H (-2.74, 1.79, -7.16)  0.19
H (-0.20, -3.05, 3.20)  0.18
H (-0.25, -1.34, -6.38)  0.19
H (2.53, -0.75, 3.26)  0.20
H (-0.89, 1.00, -8.55)  0.03
H (0.92, -1.21, 5.97)  0.20
H (-3.60, 0.52, 5.19)  0.19

Results
LUMO level	0.1652	eV
E	-1553.777778	a.u.
energy above the lowest of the compared OMol25 structures with the same formula, charge and spin	2188.8	kJ/mol
max |F|	18.15	eV Å⁻¹
gap between HOMO and LUMO	8.13	eV